Here is C55H47FGeLaN6O3P3S as an isolated structure from the OMol25 dataset. Energies are from ωB97M-V with the def2-TZVPD basis set.

Geometry (Å):
C  11.009  -20.259  9.429
H  11.387  -18.613  2.796
C  17.538  -20.404  8.788
C  13.249  -21.623  4.347
C  10.637  -22.195  8.027
C  9.312  -16.357  11.636
S  9.021  -16.151  7.139
C  9.675  -16.399  4.574
H  9.537  -17.513  9.770
C  9.274  -21.850  9.916
C  14.152  -14.983  10.304
C  14.821  -21.125  12.945
H  17.478  -16.226  2.824
C  9.857  -20.638  10.168
H  6.613  -14.012  3.807
C  11.367  -21.044  8.364
H  8.833  -13.639  2.752
C  11.042  -17.968  11.222
H  17.412  -22.467  9.074
C  11.952  -19.687  4.528
H  11.913  -21.601  11.344
N  10.726  -17.160  4.746
H  15.491  -13.560  11.226
Ge  12.975  -20.976  7.176
H  10.887  -15.020  3.363
C  10.949  -16.763  13.305
C  13.310  -21.440  2.972
H  8.399  -15.738  11.349
C  11.884  -19.504  3.178
H  11.017  -14.592  10.286
C  8.780  -14.370  3.500
H  15.539  -21.470  13.688
H  12.485  -18.229  12.790
C  14.375  -19.277  11.401
C  6.873  -20.843  4.899
O  13.924  -12.225  6.411
H  11.953  -10.804  8.994
C  8.510  -20.150  6.399
H  15.070  -22.733  8.090
H  15.101  -18.932  4.930
C  16.809  -15.517  4.726
H  9.528  -15.190  13.388
C  15.554  -17.144  6.012
C  13.628  -21.727  12.523
C  9.851  -15.192  3.792
C  12.636  -20.684  5.186
H  13.591  -22.499  4.867
N  10.988  -13.005  9.076
C  16.416  -16.124  9.095
C  9.566  -22.640  8.840
C  7.328  -15.633  5.023
H  9.308  -19.281  3.165
C  9.233  -19.521  5.368
C  8.438  -16.558  5.380
C  16.841  -16.373  3.686
H  8.039  -17.573  5.446
C  9.884  -17.326  10.824
H  5.922  -21.288  4.731
C  12.813  -21.087  11.623
C  7.451  -14.689  4.052
H  12.816  -20.111  1.337
H  6.810  -21.333  7.056
C  16.136  -17.586  3.715
C  16.836  -19.290  8.301
N  12.055  -11.316  8.146
H  12.613  -10.935  7.470
H  17.589  -14.785  10.254
N  13.379  -13.317  6.433
O  11.947  -16.567  4.673
C  9.861  -16.051  12.850
C  16.563  -15.068  10.031
H  17.369  -14.551  4.812
H  13.238  -14.535  10.745
C  15.464  -19.431  7.878
C  11.580  -17.684  12.471
C  15.137  -19.897  12.377
F  13.199  -22.738  7.081
H  10.899  -22.757  7.129
C  15.422  -14.481  10.583
H  16.111  -19.484  12.593
C  15.144  -16.625  8.808
H  16.181  -15.261  6.770
H  13.409  -22.751  12.814
H  8.997  -23.566  8.696
C  12.647  -20.368  2.377
H  9.825  -14.623  9.200
H  8.921  -20.010  7.405
P  14.662  -17.793  7.461
H  13.112  -16.670  9.475
P  12.064  -18.865  9.996
H  16.120  -18.267  2.897
C  13.174  -19.855  11.057
C  16.144  -15.916  5.905
C  15.528  -17.970  4.906
H  7.240  -20.502  2.818
H  17.332  -18.345  8.414
C  14.035  -16.060  9.484
H  18.636  -20.392  8.992
H  9.542  -20.047  11.020
C  11.855  -12.636  8.121
H  17.304  -16.438  8.560
O  13.690  -14.326  5.789
P  10.844  -18.716  5.604
C  8.803  -19.701  4.060
H  14.667  -18.362  10.932
C  16.826  -21.596  8.771
H  11.395  -16.538  14.308
C  14.800  -20.656  7.877
La  11.970  -16.302  6.974
H  6.429  -15.797  5.590
C  15.563  -21.743  8.235
H  10.379  -12.267  9.416
H  8.465  -22.160  10.587
H  13.855  -22.117  2.353
N  10.755  -14.345  9.354
C  7.360  -20.882  6.192
C  7.651  -20.397  3.815
N  12.253  -13.518  7.219

Forces on atoms 1 to 2 (eV/Å):
C -1.454 0.673 1.024
H 0.082 -0.396 -0.216

As for the charge: +2. As for the spin multiplicity: 1. For the LUMO energy, the calculation gives -0.2176 hartree. The frontier orbital gap is 6.719 eV. The HOMO energy comes out at -12.6 eV. The energy relative to the best compared isomer or geometry (same formula, charge and spin) comes out at 0.000 eV.

=====

Here is C55H48Br9N9O16 as an isolated structure from the OMol25 dataset. Energies are from ωB97M-V with the def2-TZVPD basis set.

Geometry (Å):
H  -6.496  0.190  -0.920
C  -3.321  5.994  -5.604
C  1.793  -0.848  -4.148
H  -7.066  -1.293  -3.661
C  1.258  -0.476  -6.430
C  -3.690  1.628  -2.307
H  2.930  -3.558  -0.417
Br  0.460  1.885  0.421
H  -7.284  -4.435  0.504
Br  -1.892  2.853  -6.950
H  -5.170  -7.705  -5.137
H  -3.613  -5.234  -1.926
H  -4.825  -5.762  -6.648
N  0.216  -5.880  2.772
C  -6.082  -3.175  -0.753
C  1.067  -1.128  -5.280
O  -2.223  0.805  -4.426
O  -5.175  1.974  -8.316
H  -1.302  -3.873  -0.628
Br  -7.879  2.090  -2.541
C  -7.764  -1.157  0.236
Br  -7.065  4.824  -1.033
H  -6.451  0.690  2.324
H  -5.366  -3.914  -1.082
C  -4.521  -5.750  -5.612
N  4.083  1.875  -5.484
H  -8.662  0.952  -7.029
C  2.226  0.549  -6.537
H  -5.312  2.619  -1.285
H  0.299  -1.878  -5.395
H  -3.808  -2.398  2.200
O  -5.177  3.889  -5.989
H  3.073  -5.307  -2.294
O  -7.238  2.246  -8.520
H  -6.758  -1.735  3.282
C  -8.331  3.269  -0.981
C  -5.055  6.893  -4.153
C  -8.000  -0.275  -5.313
C  -3.365  8.355  -5.066
C  2.055  -3.993  -0.878
C  -5.063  -1.213  4.647
C  -0.813  -3.570  3.228
O  1.169  -5.572  3.557
Br  3.080  0.133  -0.640
O  -2.930  -2.802  -2.259
O  0.269  -6.879  2.073
C  2.163  -4.841  -1.945
Br  -8.427  2.300  0.764
Br  1.809  2.658  -2.363
C  -5.436  0.541  -5.922
H  -3.729  2.167  -3.242
C  -1.779  -2.660  2.911
C  1.445  1.173  -1.158
H  -9.377  3.570  -1.041
N  -2.850  -3.161  -3.393
O  -9.532  -3.966  1.562
C  -4.481  8.169  -4.290
C  -7.134  -3.427  0.147
H  -4.887  8.973  -3.694
O  -9.820  -1.915  2.009
H  -5.970  6.727  -3.603
H  -4.706  -0.760  -4.424
C  -0.340  3.032  -5.711
O  4.031  2.606  -6.456
H  0.027  -3.247  3.825
H  1.091  -6.167  -3.238
H  -1.744  -0.861  -0.927
O  -5.469  4.128  -3.801
N  -4.348  -0.017  4.624
H  3.414  0.270  -3.327
C  -0.336  -4.103  -1.053
C  -6.888  -0.743  -4.573
H  -4.289  1.811  3.475
O  1.628  -2.519  1.480
H  -3.281  -0.342  0.982
H  -4.483  0.907  -6.276
C  -5.997  -1.041  3.605
Br  -0.837  3.895  -4.012
N  -6.304  1.826  -7.907
C  -2.946  -3.048  2.230
N  -9.192  -2.819  1.424
C  -5.862  -1.801  -1.015
H  -2.960  5.125  -6.136
C  -8.001  -2.468  0.592
C  -4.518  5.831  -4.905
C  -0.838  -4.871  2.569
C  -2.672  0.609  -2.215
C  -1.995  -5.173  1.810
C  3.030  0.835  -5.417
H  -4.827  1.312  0.866
O  -0.139  -1.629  0.493
C  -5.809  0.219  3.053
H  0.093  2.058  -5.484
C  -4.755  -6.802  -4.715
C  -2.774  7.278  -5.692
H  1.565  -1.417  -3.259
C  0.809  -3.492  -0.482
N  -5.229  4.520  -4.901
C  -3.857  -4.606  -5.229
O  4.866  1.968  -4.607
C  1.044  -5.381  -2.500
H  -4.934  -1.455  -1.447
C  -4.236  1.226  -0.033
H  -1.011  -5.582  -2.563
C  -6.501  0.970  -6.724
H  -2.873  9.316  -5.069
C  2.797  0.145  -4.204
C  -5.602  -0.372  -4.885
C  -3.563  -4.365  -3.856
C  -2.491  -0.085  -1.013
C  -3.825  -5.421  -2.968
H  -2.115  -6.180  1.440
H  -4.495  -7.412  -2.611
C  -4.323  -6.662  -3.369
O  -2.101  -2.667  -4.233
H  -3.608  0.230  5.266
H  -1.869  7.399  -6.268
H  -3.794  -4.720  1.013
C  -2.996  -4.304  1.610
C  -3.290  0.191  0.043
C  -6.726  -0.837  -0.677
O  -0.790  -0.192  -3.210
C  -4.737  0.840  3.624
H  -3.796  -3.902  -6.046
H  -8.985  -0.680  -5.136
H  2.481  1.031  -7.470
C  -4.484  1.930  -1.219
N  0.731  -2.472  0.614
H  0.793  0.443  -1.637
Br  1.164  3.988  -6.475
H  0.580  -0.748  -7.226
H  -1.722  -1.652  3.295
H  -8.398  -0.326  0.508
N  -1.880  0.267  -3.370
C  -7.838  0.630  -6.410
H  -4.992  -1.971  5.414
C  -0.217  -5.057  -2.053

Forces on atoms 1 to 2 (eV/Å):
H -0.274 -0.024 0.042
C -1.291 0.087 -0.261

As for the spin multiplicity: 1. For the LUMO energy, the calculation gives -0.0467 hartree. The frontier orbital gap is 7.564 eV. The HOMO energy comes out at -8.8 eV.